--- w ---
This record from the Open Molecules 2025 dataset describes C4H7N3 in the gas phase. The level of theory is wB97M-V/def2-TZVPD.

```
14
Properties=species:S:1:pos:R:3:mulliken_charge:R:1
C -1.8627 0.7393 0.8720 -0.877
N -1.2856 -0.4476 0.2996 -0.250
C 0.0476 -0.4496 -0.0253 0.489
C 0.9023 0.6623 -0.3358 -0.028
C 2.0405 0.0897 -0.8082 -0.735
N 1.9256 -1.2980 -0.7092 -0.156
N 0.6594 -1.5867 -0.1611 -0.731
H -1.8428 1.5460 0.1313 0.257
H -2.9064 0.5350 1.1141 0.343
H -1.3413 1.0825 1.7773 0.316
H -1.5538 -1.3302 0.7115 0.273
H 0.6757 1.7113 -0.2051 0.383
H 2.9568 0.5721 -1.1384 0.404
H 1.5846 -1.8261 -1.5227 0.312
```

Results
LUMO energy: 1.022 eV
SMILES string: CNc1cc[nH]n1
Gap between HOMO and LUMO: 9.4 eV
HOMO: -8.37 eV


--- x ---
This record from the Open Molecules 2025 dataset describes C4H7N3 in the gas phase. The level of theory is wB97M-V/def2-TZVPD.

```
14
Properties=species:S:1:pos:R:3:mulliken_charge:R:1
H 2.0107 0.4588 2.6168 0.213
N 1.9017 0.3703 1.6237 -0.621
C 0.7419 0.3346 1.0844 0.185
C 0.8272 0.4155 -0.4014 -0.383
C -0.5033 -0.1853 -0.8442 0.380
N -0.9286 -0.2183 -2.1791 -0.539
C -1.2634 -0.3500 0.2552 -0.662
N -0.5651 0.0534 1.4496 -0.212
H 1.8879 0.0596 -0.3230 0.308
H 0.9170 1.4410 -0.7745 0.226
H -1.7821 -0.7463 -2.3308 0.240
H -0.2067 -0.5333 -2.8118 0.250
H -2.3121 -0.6372 0.3313 0.351
H -0.7250 -0.4628 2.3038 0.264
```

Results
LUMO energy: 1.015 eV
SMILES string: [H]/N=C1/CC(N)=CN1
Gap between HOMO and LUMO: 8.6 eV
HOMO: -7.55 eV


Energy comparison, zero being the most stable, in eV: w 0.148; x 0.000.


--- w ---
This record from the Open Molecules 2025 dataset describes C4H7N3 in the gas phase. The level of theory is wB97M-V/def2-TZVPD.

```
14
Properties=species:S:1:pos:R:3:mulliken_charge:R:1
C -0.2933 1.4677 1.6452 -0.838
N -0.8121 0.1856 1.2036 -0.225
C -0.2855 -0.3831 0.0548 0.429
C 0.2304 0.2894 -1.0827 -0.219
C 0.6151 -0.7290 -1.9254 -0.732
N 0.3169 -1.8842 -1.2995 0.309
N -0.2262 -1.7014 -0.0772 -0.895
H 0.6987 1.6742 1.2188 0.296
H -0.9665 2.2882 1.3692 0.245
H -0.1982 1.4774 2.7354 0.316
H -0.9256 -0.5036 1.9314 0.291
H 0.2874 1.3556 -1.2550 0.390
H 1.0752 -0.7130 -2.9036 0.422
H 0.4838 -2.8238 -1.6151 0.211
```

Results
LUMO energy: 1.112 eV
SMILES string: CNc1cc[nH]n1
Gap between HOMO and LUMO: 9.1 eV
HOMO: -7.94 eV


--- x ---
This record from the Open Molecules 2025 dataset describes C4H7N3 in the gas phase. The level of theory is wB97M-V/def2-TZVPD.

```
14
Properties=species:S:1:pos:R:3:mulliken_charge:R:1
H 2.3119 -1.5223 -1.0340 0.244
N 1.4010 -1.3249 -0.6299 -0.687
C 1.3856 -0.1780 -0.0672 0.703
C 2.5438 0.7224 -0.0552 0.050
N 3.4719 1.4128 -0.0745 -0.372
N 0.3083 0.3214 0.6007 -0.261
C -0.9736 -0.3632 0.6127 -0.452
C -1.9706 0.2330 -0.3756 -0.973
H 0.3406 1.2858 0.8914 0.224
H -0.7675 -1.4081 0.3721 0.338
H -1.3721 -0.3264 1.6327 0.292
H -1.5886 0.1611 -1.3987 0.280
H -2.1663 1.2883 -0.1524 0.297
H -2.9245 -0.3020 -0.3221 0.317
```

Results
LUMO energy: 0.778 eV
SMILES string: [H]/N=C(\C#N)NCC
Gap between HOMO and LUMO: 10.4 eV
HOMO: -9.62 eV


Energy comparison, zero being the most stable, in eV: w 0.059; x 0.000.


--- w ---
This record from the Open Molecules 2025 dataset describes 2 unconnected molecules or ions with the total composition C16H17N. The level of theory is wB97M-V/def2-TZVPD.

```
34
Properties=species:S:1:pos:R:3:mulliken_charge:R:1
C -0.7373 2.8317 1.6844 -1.267
C 0.1047 3.2185 0.5195 0.617
C 0.6514 4.4493 0.2757 -0.768
N 1.4322 4.3652 -0.8916 -0.056
C 1.1987 3.1680 -1.5126 -0.099
C 1.7076 2.6327 -2.7122 -0.905
C 1.3319 1.3336 -2.9818 -0.107
C 0.5737 0.5330 -2.1101 -0.860
C 0.2129 1.0483 -0.8922 0.110
C 0.5373 2.3638 -0.5233 0.637
H -0.1386 2.3377 2.4499 0.274
H -1.5086 2.1511 1.2876 0.288
H -1.3590 3.5607 2.2037 0.370
H 0.7046 5.3198 0.8967 0.430
H 2.0434 5.0988 -1.2120 0.184
H 2.3226 3.2264 -3.3709 0.350
H 1.6493 0.8676 -3.9089 0.355
H 0.4362 -0.5359 -2.2159 0.413
H -0.2115 0.4576 -0.0841 0.033
C -2.6312 -2.2853 1.3334 -1.428
C -1.3327 -2.8154 0.7587 0.703
C -0.1503 -2.1794 1.1772 -0.349
C 1.0252 -2.9067 1.1265 -0.654
C 1.0344 -4.2223 0.7090 -0.355
C -0.1185 -4.8003 0.1440 -0.474
C -1.2510 -4.0438 0.0837 -0.383
H -3.0846 -3.1208 1.8828 0.380
H -3.2520 -1.8896 0.5300 0.307
H -2.4900 -1.5933 2.1628 0.396
H -0.2939 -1.1599 1.4919 0.385
H 1.9772 -2.5107 1.4685 0.355
H 1.9221 -4.8069 0.8949 0.375
H -0.1198 -5.8091 -0.2445 0.374
H -2.1865 -4.2843 -0.4209 0.372
```

Results
LUMO energy: 0.906 eV
SMILES string: Cc1c[nH]c2ccccc12.Cc1ccccc1
Gap between HOMO and LUMO: 8.7 eV
HOMO: -7.80 eV


--- x ---
This record from the Open Molecules 2025 dataset describes 2 unconnected molecules or ions with the total composition C16H17N. The level of theory is wB97M-V/def2-TZVPD.

```
34
Properties=species:S:1:pos:R:3:mulliken_charge:R:1
C 1.9479 1.8188 2.3635 -1.292
C 1.5379 0.3493 2.2376 0.435
C 2.1866 -0.8245 2.3915 -0.801
N 1.3194 -1.8820 2.3013 -0.018
C 0.1404 -1.3988 1.7396 -0.116
C -0.9770 -2.1327 1.4371 -0.816
C -2.2270 -1.4749 1.4287 -0.551
C -2.2158 -0.1150 1.5543 -0.552
C -1.0653 0.6765 1.7009 -0.414
C 0.1803 0.0546 1.7723 0.936
H 1.4287 2.3458 1.5699 0.308
H 3.0156 1.9819 2.2175 0.367
H 1.5847 2.1263 3.3297 0.302
H 3.2312 -0.8857 2.6620 0.409
H 1.6288 -2.8450 2.2909 0.236
H -1.0166 -3.1889 1.2025 0.364
H -3.1532 -2.0287 1.4526 0.427
H -3.1771 0.3961 1.5746 0.343
H -1.1218 1.7379 1.8458 0.425
C -1.4267 2.2299 -2.6249 -1.395
C -0.6181 0.9704 -2.4008 1.034
C 0.3715 0.8220 -1.4481 -0.480
C 1.0324 -0.4211 -1.3809 -0.014
C 0.9232 -1.3639 -2.3777 -0.906
C -0.0311 -1.1984 -3.3879 -0.467
C -0.7654 -0.0350 -3.3964 -0.588
H -2.3152 2.1592 -1.9922 0.265
H -1.7566 2.2744 -3.6609 0.400
H -0.7811 3.0838 -2.4359 0.364
H 0.6255 1.6340 -0.7865 0.324
H 1.6091 -0.7329 -0.5239 0.421
H 1.5056 -2.2750 -2.3333 0.385
H -0.0784 -1.9369 -4.1792 0.375
H -1.5424 0.0787 -4.1435 0.290
```

Results
LUMO energy: 0.851 eV
SMILES string: Cc1c[nH]c2ccccc12.Cc1ccccc1
Gap between HOMO and LUMO: 8.6 eV
HOMO: -7.79 eV


Energy comparison, zero being the most stable, in eV: w 0.142; x 0.000.